Entry 1:
C35H32CrIN4O3S8 | ωB97M-V/def2-TZVPD

Results
Strongest force on any atom: 0.0167 hartree/bohr
Frontier orbital gap (spin up / spin down): 6.35 / 6.74 eV
LUMO level (spin up / spin down): -0.91 / -0.53 eV
Energy relative to the best compared isomer or geometry (same formula, charge and spin): 0.000 eV
2S+1: 2

Last column: Löwdin spin population.
CARTESIAN COORDINATES (ANGSTROEM)
Cr 0.25805 0.88773 1.07293  1.03
O -0.44666 -4.45855 0.60767  0.00
C -1.69124 -3.95779 0.64979  0.00
C -2.75296 -4.85929 0.58384  0.00
C -4.05871 -4.41097 0.61003  0.00
C -4.33737 -3.04899 0.67185  0.00
C -3.29310 -2.14753 0.72054  0.00
C -1.96635 -2.58158 0.72750  0.00
C -0.90170 -1.56776 0.81134  0.00
O -1.16451 -0.34764 0.48943  -0.01
N 0.29882 -1.93594 1.18928  0.00
N 1.18678 -0.85828 1.19592  0.00
C 2.42383 -1.25311 1.10429  0.01
S 3.77823 -0.21311 0.86133  0.01
C 5.01347 -1.48082 1.28708  0.00
C 4.53366 -2.80835 0.75187  0.00
S 2.75784 -2.97495 1.12060  0.01
H 0.17878 -3.73692 0.82772  0.00
H -2.51749 -5.91442 0.53590  0.00
H -4.86564 -5.13175 0.57598  0.00
H -5.36129 -2.70119 0.69288  0.00
H -3.48162 -1.08265 0.76339  0.00
H 5.12021 -1.49807 2.37174  0.00
H 5.94911 -1.15903 0.83261  0.00
H 5.04286 -3.64409 1.22989  0.00
H 4.65495 -2.88294 -0.32824  0.00
I -1.27770 3.10842 0.43765  -0.01
C -1.83834 3.18741 2.48860  0.00
C -2.52617 4.28268 2.91800  0.00
C -2.98210 4.31423 4.24868  0.00
C -2.77733 3.23561 5.06009  0.00
C -2.07884 2.09373 4.60459  0.00
C -1.93674 0.95418 5.42747  0.00
C -1.27204 -0.14423 4.96873  0.00
C -0.67437 -0.13120 3.69340  0.01
C -0.76059 0.94858 2.84924  -0.02
C -1.52863 2.06573 3.28651  0.00
H -2.72594 5.10909 2.25032  0.00
H -3.51217 5.18742 4.60470  0.00
H -3.15446 3.23681 6.07563  0.00
H -2.37873 0.96842 6.41634  0.00
H -1.18720 -1.03017 5.58514  0.00
H -0.12124 -1.01541 3.40082  0.00
C -2.64844 -2.66544 -2.68638  0.00
C -1.35281 -1.92102 -2.38504  0.00
C -0.86413 -1.05610 -3.54613  0.00
N 0.35152 -0.34108 -3.13954  0.00
C 0.38630 0.86801 -2.58002  0.00
S 1.49669 1.22144 -1.36412  0.01
N -0.46476 1.84051 -3.04024  0.00
C -0.94111 2.16748 -4.32185  0.00
O -1.69813 3.10223 -4.41977  0.00
C -0.48489 1.38736 -5.50622  0.00
C 0.85317 1.08024 -5.73338  0.00
C 1.21691 0.42933 -6.90092  0.00
C 0.25592 0.08379 -7.84050  0.00
C -1.07446 0.41701 -7.62790  0.00
C -1.44237 1.07760 -6.46911  0.00
H -2.97476 -3.20011 -1.79408  0.00
H -2.51146 -3.38785 -3.49277  0.00
H -3.43875 -1.96930 -2.97205  0.00
H -0.57105 -2.64428 -2.12988  0.00
H -1.49934 -1.27120 -1.52020  0.00
H -1.62478 -0.33272 -3.83449  0.00
H -0.62400 -1.66433 -4.42109  0.00
H 1.06659 -0.94660 -2.76051  0.00
H -0.62186 2.59671 -2.39188  0.00
H 1.61118 1.37629 -5.01960  0.00
H 2.25634 0.18815 -7.08132  0.00
H 0.54459 -0.43258 -8.74649  0.00
H -1.82224 0.16317 -8.36740  0.00
H -2.46892 1.36687 -6.28506  0.00
C 4.63826 4.57501 1.76033  0.00
S 5.35639 2.93616 2.05911  0.00
C 4.26213 2.18263 3.21651  0.00
C 2.93984 1.91063 3.09576  0.00
S 1.92413 2.38127 1.76703  -0.03
S 2.24404 1.01903 4.44083  0.00
C 3.70610 0.75657 5.34489  0.00
S 3.76621 -0.13516 6.71238  0.00
S 5.07015 1.56449 4.64330  0.00
H 5.21509 5.00308 0.94272  0.00
H 4.74260 5.18795 2.65220  0.00
H 3.59878 4.48150 1.46980  0.00

Forces on atoms 1 to 6 (eV/Å):
Cr -0.08 0.50 0.44
O 0.17 -0.09 0.10
C -0.22 0.17 0.02
C 0.05 -0.07 0.01
C 0.05 -0.01 -0.06
C -0.09 0.04 0.02

=====

Entry 2:
C19H24N2O4S | ωB97M-V/def2-TZVPD

Results
Strongest force on any atom: 0.0171 hartree/bohr
Frontier orbital gap: 8.83 eV
LUMO level: 0.57 eV
Energy relative to the best compared isomer or geometry (same formula, charge and spin): 1.499 eV
2S+1: 1
SMILES: COc1ccc(C)cc1N(CC(=O)N[C@H](C)c1ccccc1)S(C)(=O)=O

Last column: natural (NBO) charge in e.
CARTESIAN COORDINATES (ANGSTROEM)
C 2.37674 3.18144 2.25045  -0.25
H 1.46118 3.34384 2.82666  0.18
O 2.25628 2.06764 1.39754  -0.51
C 1.24873 2.06447 0.47590  0.27
C 0.41402 3.14140 0.21606  -0.28
C -0.54173 3.07127 -0.78449  -0.19
C -0.71166 1.91981 -1.53350  -0.02
C 0.08102 0.81921 -1.23116  -0.22
C 1.06368 0.88111 -0.26010  0.16
N 1.89571 -0.23209 -0.00946  -0.71
S 2.25613 -1.27907 -1.24858  2.32
O 2.25336 -0.57697 -2.49136  -0.92
O 1.44167 -2.46813 -1.14870  -0.97
C 3.97103 -1.73275 -0.86780  -0.86
H 4.44326 -0.87437 -0.40954  0.25
H 3.99269 -2.59699 -0.21766  0.24
H 4.44262 -1.96275 -1.81490  0.26
C 1.89464 -0.80783 1.32019  -0.32
H 2.40164 -1.77177 1.26476  0.22
H 2.42774 -0.14779 2.00987  0.25
C 0.47328 -1.02480 1.86015  0.67
O 0.11868 -0.58598 2.93620  -0.63
N -0.30007 -1.73748 1.03227  -0.63
H 0.08894 -2.08322 0.16081  0.43
C -1.69741 -2.03419 1.31207  -0.10
C -2.57947 -1.02305 0.60510  0.06
C -2.57605 0.28430 1.08202  -0.23
C -3.36222 1.25448 0.49104  -0.19
C -4.17083 0.93002 -0.58509  -0.22
C -4.16802 -0.36299 -1.07631  -0.22
C -3.37224 -1.33369 -0.49002  -0.24
H -3.38644 -2.33510 -0.89076  0.21
H -4.79042 -0.62146 -1.92124  0.21
H -4.79858 1.68148 -1.04108  0.21
H -3.35033 2.26324 0.87606  0.21
H -1.95305 0.53326 1.92782  0.23
C -1.97489 -3.48940 0.95783  -0.61
H -1.37349 -4.13957 1.58889  0.22
H -3.02403 -3.72415 1.11696  0.22
H -1.71341 -3.68660 -0.07944  0.21
H -1.82173 -1.88625 2.39289  0.23
H -0.05134 -0.10212 -1.77601  0.22
C -1.69598 1.85201 -2.65908  -0.63
H -1.17611 1.99171 -3.60707  0.22
H -2.45156 2.62738 -2.56394  0.21
H -2.18436 0.88137 -2.68352  0.23
H -1.15867 3.93591 -0.98030  0.21
H 0.51572 4.05719 0.77625  0.22
H 2.62778 4.09032 1.69405  0.18
H 3.19185 2.94220 2.93193  0.20

Forces on atoms 1 to 6 (eV/Å):
C 0.04 0.18 0.15
H 0.02 -0.01 -0.04
O -0.13 -0.27 -0.33
C 0.01 -0.12 -0.04
C 0.17 0.05 0.22
C 0.04 -0.18 -0.09

=====

- The highest strongest force on any atom belongs to which entry?
  C19H24N2O4S